# C52H66BrF8INO6PS

A 6-piece molecular cluster, C52H66BrF8INO6PS overall (ωB97M-V/def2-TZVPD, the Open Molecules 2025 dataset).

The geometry in XYZ format:
```
137
C52H66BrF8INO6PS ωB97M-V/def2-TZVPD
H -1.651 -1.641 3.485
H -0.873 -0.468 -1.085
P 3.386 -6.960 -0.445
O 2.009 -7.676 -3.003
I 3.367 -2.206 0.982
H -3.719 -3.076 2.277
H -2.196 3.543 -1.611
H -5.683 4.660 -6.864
C 2.923 -6.060 2.000
H 1.333 2.145 -4.618
H 5.468 -4.090 1.547
C 5.966 2.890 0.050
C -1.699 1.565 -0.393
H -3.191 -0.434 1.292
C -1.337 5.598 1.197
O 4.196 -7.823 0.871
C 0.371 1.948 4.945
C -0.944 2.163 -2.972
C -2.230 -2.407 0.620
H -9.016 3.456 -3.431
C -11.243 0.880 -3.475
H 5.448 1.970 -0.198
C 4.718 -7.884 3.244
H 2.775 4.468 -3.436
C 0.432 3.044 -2.684
H -11.380 -0.608 -5.031
C -3.548 5.512 -4.359
H 1.168 7.764 0.420
C 0.580 -3.851 4.369
H 2.517 5.962 1.470
C -9.182 1.976 -4.975
C 7.287 5.279 0.645
H 3.388 -9.160 -1.328
C 6.324 3.772 -0.964
C -9.836 0.840 -5.438
H -1.265 -0.456 1.584
C 4.857 -4.362 -0.745
H 0.848 -2.969 5.121
S 2.535 -6.351 -2.323
H -0.584 1.823 -0.130
C 1.437 5.861 1.398
N 4.035 -8.341 -1.432
O 5.674 -8.806 2.951
C -5.951 4.153 -4.786
H -9.538 0.397 -6.382
H 1.931 -6.901 3.932
C 1.025 3.084 5.409
H -2.379 2.000 0.466
H -1.226 -2.777 0.127
H 3.848 -5.380 2.227
C -0.095 -3.304 2.973
C 5.029 -5.981 -0.566
C -5.274 4.734 -5.859
H 0.248 4.158 -3.045
C -0.661 1.394 5.702
H 0.675 -6.084 2.729
F 1.269 -3.971 -1.428
C -2.148 -0.776 0.871
H -0.131 -4.651 4.891
H -2.416 -4.394 1.777
H 3.814 -4.023 -1.162
C 6.937 4.396 1.670
F -8.187 2.505 -5.699
H -0.142 -4.138 2.146
O 4.860 -7.200 4.560
F -1.177 3.501 2.264
C 5.150 -3.475 0.603
H 7.178 4.641 2.702
F 2.020 3.613 4.685
F 0.711 -4.801 -3.592
H -0.618 1.024 -3.058
C 0.662 3.680 6.612
H -6.889 3.630 -4.953
C 0.808 4.721 1.897
C -2.091 2.388 -1.796
C -1.875 -0.065 -0.610
H 4.936 -8.634 -0.977
H 0.669 1.505 4.001
H 2.708 -3.872 3.479
H -1.173 0.500 5.352
C -2.569 -3.237 2.006
H -3.102 1.917 -2.221
H -5.931 3.790 -2.655
O 3.600 -5.788 -3.343
H 7.796 6.211 0.880
C -0.377 3.132 7.363
H 1.382 3.930 2.368
H 0.605 -2.433 2.563
H -0.673 3.595 8.301
C 6.984 4.962 -0.679
H 1.191 4.564 6.953
C -10.584 2.025 -3.020
O 2.517 -5.798 0.580
C -4.227 4.926 -3.297
H 6.018 -2.708 0.318
C 6.280 3.201 1.373
C 1.704 2.342 -3.510
F -0.197 -5.958 -1.715
H 0.712 3.051 -1.547
H 5.740 -6.462 -1.396
C -0.709 6.743 0.708
C -1.036 1.988 6.909
H 5.654 -4.032 -1.571
H -2.413 5.477 1.122
H 2.702 -8.427 2.495
C 3.039 3.309 -3.544
C 1.760 -6.017 3.163
H -2.619 6.042 -4.174
H 2.576 -4.912 5.046
F 6.028 3.470 -2.235
C -4.070 5.412 -5.648
H -12.050 0.450 -2.886
H 6.012 2.513 2.171
H 3.796 3.019 -2.684
C 1.040 -5.226 -2.180
H -10.880 2.488 -2.082
H -2.067 -3.352 4.250
H 3.575 3.106 -4.566
F -3.722 5.018 -2.059
H 1.988 1.344 -2.968
C -1.633 -2.814 3.290
C -5.422 4.244 -3.499
H -3.543 5.861 -6.486
C 1.995 -4.624 4.046
H -1.844 1.558 7.498
H 7.255 5.632 -1.488
H 5.594 -6.163 0.469
C -0.573 4.599 1.790
Br 1.550 -8.353 -0.219
C -9.544 2.572 -3.772
C 3.495 -7.622 2.177
H -1.299 7.534 0.250
C -10.868 0.286 -4.681
H -2.794 -0.267 -1.314
H -3.099 -2.621 -0.137
H -1.393 2.543 -4.009
C 0.678 6.872 0.806
```

Output
charge	-2



# C52H66F3N10SY

C52H66F3N10SY as an isolated structure (ωB97M-V/def2-TZVPD, the Open Molecules 2025 dataset).

The geometry in XYZ format:
```
133
C52H66F3N10SY ωB97M-V/def2-TZVPD
C -2.218 6.081 1.945
C -0.810 1.595 -2.707
H -3.034 0.769 -3.833
H -5.660 3.416 0.237
H 1.167 -5.737 -1.262
H -0.500 5.678 0.712
H 0.386 -1.923 -2.355
H -4.711 2.197 -5.008
C 3.360 3.785 3.177
H -4.363 3.894 -1.881
H 3.914 -3.254 -0.744
N 0.932 -1.842 -1.494
H -0.363 -5.104 4.616
C -1.585 5.564 0.652
H 5.616 3.294 -2.452
C -1.409 3.742 -3.724
H 3.634 -2.353 -2.233
H 0.649 -4.246 -3.333
H 0.475 -3.628 5.074
N 5.777 1.065 -1.144
H 4.297 -3.980 -2.312
C 3.596 -3.343 -1.780
H -0.105 -6.385 1.521
C 2.752 0.263 4.870
H -1.108 -5.905 0.147
C 1.056 -0.098 2.922
H -3.610 -4.196 -2.435
H 3.072 3.976 2.144
H 2.267 -4.726 -3.850
C -2.111 -3.234 -0.232
N 2.329 1.659 -0.571
C -5.653 -0.560 -2.548
H 1.386 0.825 6.449
C -5.523 -4.205 -1.454
H 4.043 2.776 -3.070
H -1.939 6.172 -0.184
H 1.799 -1.335 -1.722
H -1.943 7.118 2.118
H 1.841 -3.022 -3.794
H -3.776 5.391 -1.148
H 1.650 -1.933 3.752
F -4.005 5.538 -6.526
C 2.176 -5.336 -1.242
C -4.446 -3.506 -2.290
H 6.075 -0.666 -0.052
H -6.483 1.003 -1.270
C 0.297 -2.371 2.206
C 4.090 0.072 -0.037
H -5.388 0.182 -3.307
C 1.587 2.037 3.406
C 2.178 -3.930 -1.843
C 1.028 -1.488 2.991
H -3.302 6.011 1.888
C 1.853 0.750 3.780
H -2.003 -6.081 3.063
H -1.880 5.492 2.793
C -3.514 3.962 -4.834
N -1.715 1.841 0.448
H 3.282 -0.634 4.540
C -3.778 2.609 -4.648
C 1.228 -4.557 3.269
H 4.158 3.045 3.178
H 2.477 3.090 5.014
C -0.046 3.055 1.745
C 0.612 -4.626 4.666
C -1.128 -3.171 0.751
H -4.487 1.724 -1.466
N 3.637 1.219 -0.663
H 2.215 2.406 0.114
S 3.216 -0.996 0.843
Y -0.475 -0.073 0.077
C 4.711 1.774 -1.326
H 2.634 -0.316 6.958
H -5.857 -5.106 -1.967
H -6.142 4.935 -0.538
C -4.427 -0.973 -1.798
H 1.383 -5.571 2.895
N 5.409 0.029 -0.351
H 3.505 1.021 5.096
H 1.559 -3.100 -0.088
H 1.951 1.940 -1.475
C -0.929 -5.738 1.211
C -2.814 2.175 -0.280
H 1.398 4.064 4.018
C -3.528 -0.106 -1.055
C -2.850 1.820 -4.003
C -2.326 4.530 -4.382
C 1.962 -0.046 6.146
C -1.665 2.384 -3.513
C -0.558 -4.312 1.438
H -6.881 -0.637 -0.769
C -4.092 4.367 -0.933
C -1.150 2.997 0.891
H -2.141 5.582 -4.543
H 0.272 4.042 2.059
C 4.616 2.985 -2.167
C -6.739 0.010 -1.630
C 0.341 -3.812 2.332
C -4.516 4.867 -5.472
C -0.143 0.921 -1.936
C -3.648 1.280 -0.947
H 1.247 -5.199 5.337
H -5.129 -4.489 -0.479
H -2.472 -7.154 1.746
C -2.789 -2.155 -0.793
C 2.163 3.286 3.988
H -4.858 -3.278 -3.277
C -1.917 4.130 0.408
H -5.103 4.956 0.892
H -0.490 4.164 -3.345
C 1.702 -3.981 -3.297
N -2.548 -0.853 -0.481
H -6.382 -3.553 -1.305
F -5.615 4.241 -5.920
H 2.206 -4.071 3.315
H 3.746 4.708 3.605
H 2.837 -5.994 -1.803
F -4.954 5.816 -4.616
H -2.432 -4.220 -0.534
C -3.943 -2.243 -1.665
H 1.266 -0.866 5.983
N 0.350 0.664 2.046
N 1.212 -3.164 -1.044
C -5.329 4.419 -0.028
H 2.507 -5.300 -0.206
H 4.123 3.792 -1.628
C -2.185 -6.134 1.992
H -3.010 -5.468 1.753
N -0.584 -2.020 1.232
H -7.680 0.075 -2.170
C 0.617 1.971 2.330
C -2.970 3.618 -0.294
H -6.054 -1.438 -3.060
```

Output
ΔE to the lowest compared entry with this formula, charge and spin	75.6	kJ/mol



# C52H73N7O12

A 9-piece molecular cluster, C52H73N7O12 overall (ωB97M-V/def2-TZVPD, the Open Molecules 2025 dataset).

The geometry in XYZ format:
```
144
C52H73N7O12 ωB97M-V/def2-TZVPD
C -3.235 -2.586 -1.422
H 2.305 -0.204 -4.046
H -1.644 0.678 -7.653
C 7.631 0.449 2.249
C 0.737 -0.290 -8.049
H -4.552 4.088 1.648
C 6.771 1.451 1.605
H 8.470 0.270 1.576
H -0.818 3.477 -0.010
H 1.125 1.374 6.251
C 1.600 -5.256 0.280
O 2.905 -0.365 4.207
O 2.302 -3.016 0.073
O -1.725 -3.707 5.345
H 3.224 1.837 -5.670
N -2.740 3.803 0.722
O 0.914 -3.769 -1.432
H -1.203 2.776 -2.321
C 1.912 -2.042 2.866
C -0.634 -5.121 6.863
H 1.006 -0.822 7.455
C 0.619 5.591 -6.580
C 2.557 2.620 -5.343
C -2.321 0.590 4.775
C -5.596 -3.236 -0.738
C -1.837 -1.133 -4.654
C 0.790 4.480 -4.390
H 7.922 0.817 3.233
H -0.015 2.319 2.039
H -2.975 -2.896 -0.421
H -0.285 0.262 8.268
C 2.976 -1.748 3.949
O 5.808 2.004 2.216
H -1.658 -1.904 3.262
N 1.119 4.488 -5.676
C -4.785 -0.786 2.228
H 0.109 0.290 -8.725
H 4.890 0.198 4.285
H 1.561 0.377 -7.797
H 0.887 6.545 -6.125
H 0.316 -5.588 7.121
H -0.119 -2.106 -3.919
H -0.756 0.566 -0.563
C -4.182 -1.647 -3.805
O -3.223 1.143 -1.811
C -0.802 -2.101 2.616
C 1.955 3.574 -6.137
C -0.808 -1.286 1.317
C -4.928 0.079 0.969
H -4.466 -1.411 -4.819
H 4.374 -2.100 -0.442
H -0.560 -2.040 0.571
C 0.355 -1.195 -5.837
H 0.384 -2.367 4.257
H 0.714 -0.435 -0.763
C -1.364 0.019 -6.844
C -1.800 -0.092 5.858
C -2.350 -2.104 -2.402
H -6.072 -2.297 -3.223
H 0.913 -6.059 0.012
C -0.200 1.757 4.666
C -2.883 1.651 -2.883
C 0.222 0.321 -0.150
C -0.027 -0.478 7.511
C 2.693 0.243 -3.143
H 0.388 2.621 4.393
C -2.226 -0.286 -5.724
H 2.576 -5.662 0.014
H -0.628 1.255 -2.995
H 0.379 5.407 -4.020
H 3.484 3.176 -1.580
H -1.253 2.591 -4.026
N -0.112 -0.486 -6.859
H 1.844 -3.098 2.602
N 0.486 -1.783 3.439
H -3.929 0.334 0.617
H 0.865 1.200 -0.113
H -2.449 -0.713 6.459
H -2.960 5.714 -0.109
N -0.495 0.105 6.246
H 4.492 -0.892 0.804
C 2.790 1.626 -2.942
H 4.329 -0.397 5.860
C -3.025 4.677 -0.440
O 0.345 -3.230 5.930
C 2.216 2.620 -3.977
C -1.516 1.575 4.167
H -1.284 -2.086 -2.229
C -0.467 -1.485 -4.731
H 2.055 3.543 -7.212
C 4.021 0.088 4.933
H -1.082 -5.013 7.851
O 6.946 1.863 0.453
H 4.494 1.438 0.058
N 3.895 -0.137 -1.097
H 3.634 1.036 5.307
H 2.751 -2.385 4.805
C 0.277 0.991 5.704
H 1.666 -5.258 1.368
C -5.049 -2.197 -2.892
H -3.175 0.230 -5.735
H 0.510 -0.823 3.750
H -0.585 -1.404 7.652
C 1.364 3.596 -3.453
C -1.468 3.311 0.836
C 3.913 1.184 -0.817
H -0.779 -3.166 2.386
H -6.484 -3.632 -1.229
H -4.014 2.629 3.647
H 3.374 -1.673 -2.346
H -1.265 -5.955 6.555
C 4.668 -1.066 -0.258
H 5.709 -1.083 -0.578
O 0.061 -0.142 1.218
C -1.060 2.567 1.925
C 1.557 -3.926 -0.376
H -5.205 -4.067 -0.150
N -4.608 -2.641 -1.710
H 1.941 -1.396 1.989
C 3.313 -0.599 -2.248
C -3.314 2.849 2.854
H -4.066 4.565 -0.742
H -1.824 -0.987 1.058
H 1.076 5.620 -7.569
O -4.076 -1.819 2.181
C -1.384 2.034 -3.098
C -2.822 -1.645 -3.580
H -0.468 5.512 -6.601
H -2.328 4.505 -1.260
C -3.592 3.597 1.718
O -3.743 2.016 -3.743
H 1.180 3.612 -2.389
H 1.323 -1.641 -6.011
H 3.949 -2.030 3.549
H -5.516 -0.409 0.191
H 7.020 -0.422 2.490
C -0.646 -3.931 5.933
H 0.951 -1.270 -8.477
H -5.733 -2.348 -0.120
C 3.397 2.117 -1.771
H -3.336 0.438 4.440
H -5.440 1.035 1.078
O -5.317 -0.373 3.279
C -2.015 2.329 2.965
```

Output
charge	+2



Q: Which E_HOMO values were calculated for the entries above? A: -1.94 -6.44 -9.64, in eV.
Q: Which LUMO energy values were calculated for the entries above? A: 0.097 -0.027 -0.254, in Ha.
Q: Which calculated total energy values were calculated for the entries above? A: -6936.9869 -3304.9078 -3310.5996, in Eh.